Entry 1:
The following is a DFT calculation (ωB97M-V/def2-TZVPD) of C16H24CaNO15 as an isolated structure.

HOMO   -10.597 eV
Total charge   +1
Spin multiplicity   1
Relative energy (zero: lowest compared OMol25 entry of this formula, charge and spin)   254.5 kcal per mole
Orbital gap   2.0 eV

Element x y z (Å)
Ca -10.790 -9.711 1.468
N -6.465 -8.527 -0.345
O -6.856 -9.676 -0.256
O -5.319 -8.193 -0.737
O -7.321 -7.808 0.057
C -7.334 -5.530 9.689
C -6.800 -5.570 8.268
C -5.510 -6.488 8.210
O -5.910 -7.431 7.240
C -7.195 -7.312 6.872
O -7.772 -8.103 6.134
O -7.728 -6.197 7.419
H -6.605 -5.052 10.343
H -7.577 -6.519 10.078
H -8.271 -4.973 9.736
H -6.510 -4.590 7.887
H -5.358 -6.830 9.234
H -4.676 -5.884 7.852
C -4.394 -1.635 -1.648
C -4.493 -1.316 -0.114
C -5.715 -1.790 0.668
O -5.177 -2.176 1.901
C -3.954 -2.606 1.644
O -3.292 -3.280 2.421
O -3.488 -2.060 0.465
H -4.621 -2.675 -1.883
H -3.411 -1.406 -2.058
H -5.053 -0.963 -2.196
H -4.460 -0.231 -0.007
H -6.314 -2.593 0.239
H -6.423 -0.979 0.840
C -5.409 -12.914 -4.620
C -4.259 -13.136 -3.664
C -4.621 -14.257 -2.698
O -3.475 -15.050 -2.649
C -2.640 -14.723 -3.640
O -1.571 -15.292 -3.833
O -3.176 -13.664 -4.358
H -4.997 -12.515 -5.547
H -6.157 -12.192 -4.291
H -5.869 -13.879 -4.832
H -4.019 -12.271 -3.045
H -5.405 -14.862 -3.154
H -5.061 -13.963 -1.745
C 0.474 -9.248 2.524
C -0.286 -10.198 3.523
C -1.186 -11.160 2.868
O -0.479 -12.396 2.924
C 0.591 -12.284 3.700
O 1.430 -13.176 3.940
O 0.676 -11.028 4.181
H -0.068 -8.349 2.232
H 0.753 -9.707 1.576
H 1.401 -8.935 3.005
H -0.753 -9.576 4.287
H -1.392 -10.954 1.817
H -2.112 -11.075 3.437

Results of the Löwdin charge analysis, in e, for atoms 1 through 2: atom 1 (Ca): 1.802, atom 2 (N): -0.677

---

Entry 2:
The following is a DFT calculation (ωB97M-V/def2-TZVPD) of C30H25Br2GaN2O5PSSbSe4 as an isolated structure.

HOMO (spin up / spin down)   -4.382 / -5.603 eV
Spin multiplicity   1
Relative energy (zero: lowest compared OMol25 entry of this formula, charge and spin)   83.4 kcal per mole
Orbital gap (spin up / spin down)   2.1 / 3.2 eV

Element x y z (Å)
Ga 7.949 11.710 18.692
O 4.191 16.231 8.970
S 5.357 15.948 8.201
O 6.472 16.821 8.252
O 5.981 14.485 8.759
C 4.857 15.376 6.692
C 4.118 16.191 5.841
C 3.844 15.647 4.523
C 4.195 14.324 4.225
C 4.809 13.467 5.069
C 5.210 14.063 6.328
P 6.387 13.393 7.518
C 6.120 11.835 8.207
C 5.654 11.637 9.562
C 5.437 10.364 10.032
C 5.745 9.270 9.187
C 6.476 9.443 7.967
C 6.581 10.732 7.477
C 8.004 13.897 7.044
C 8.369 14.550 5.801
C 9.488 15.351 5.716
C 10.407 15.412 6.743
C 10.106 14.710 7.871
C 8.888 14.048 8.109
H 3.924 17.228 6.134
H 3.224 16.158 3.827
H 4.112 14.008 3.202
H 5.048 12.424 4.807
H 5.233 12.531 10.063
H 5.054 10.165 11.090
H 5.416 8.266 9.441
H 6.880 8.505 7.543
H 6.826 10.768 6.428
H 7.670 14.564 4.980
H 9.574 16.016 4.852
H 11.292 15.987 6.831
H 10.878 14.815 8.673
H 8.684 13.711 9.111
C 11.365 10.137 17.640
C 10.066 10.715 18.076
O 9.903 11.192 19.277
O 9.091 10.827 17.201
H 12.175 10.321 18.400
H 11.696 10.559 16.673
H 11.261 9.065 17.370
Br 5.682 12.971 17.516
C 7.332 13.998 17.564
C 7.551 15.153 16.857
C 8.524 16.029 17.347
C 9.248 15.722 18.541
C 9.096 14.456 19.065
N 8.149 13.607 18.537
H 6.971 15.322 15.961
H 8.873 16.783 16.732
H 9.920 16.401 19.068
H 9.669 14.026 19.889
Se 7.979 4.276 13.498
Sb 9.432 6.656 13.437
Se 8.950 4.457 11.312
Se 10.179 5.864 15.638
Se 11.021 5.919 11.263
Br 5.879 9.195 17.802
C 6.352 9.483 19.647
C 6.054 8.377 20.498
C 6.543 8.368 21.761
C 7.114 9.534 22.275
C 7.234 10.643 21.466
N 7.054 10.488 20.121
H 5.335 7.689 20.105
H 6.519 7.483 22.386
H 7.432 9.509 23.329
H 7.258 11.643 21.916

Results of the Löwdin charge analysis, in e, for atoms 1 through 2: atom 1 (Ga): 0.547, atom 2 (O): -0.248

---

Entry 3:
The following is a DFT calculation (ωB97M-V/def2-TZVPD) of C48H53BN4O4PdSi as an isolated structure.

HOMO   -6.891 eV
Spin multiplicity   1
Relative energy (zero: lowest compared OMol25 entry of this formula, charge and spin)   8.0 kcal per mole
Orbital gap   7.2 eV

Element x y z (Å)
Pd -0.195 0.188 -0.247
C -1.357 -0.312 1.620
Si -0.627 -1.924 1.934
C -0.746 -2.747 0.234
N -0.317 -1.859 -0.901
C -1.299 -1.994 -2.021
C -1.123 -3.302 -2.778
C 0.255 -3.331 -3.474
C 1.188 -2.278 -2.870
C 1.062 -2.265 -1.356
C -1.434 -3.178 3.107
C -2.797 -3.465 2.978
C -3.434 -4.367 3.817
C -2.714 -5.003 4.821
C -1.363 -4.731 4.973
C -0.733 -3.829 4.124
C 1.152 -1.735 2.531
C 2.202 -2.547 2.103
C 3.497 -2.370 2.574
C 3.773 -1.363 3.487
C 2.743 -0.549 3.939
C 1.450 -0.740 3.468
H -1.329 0.448 2.403
H -2.370 -0.365 1.204
H -1.815 -2.952 0.122
H -0.255 -3.723 0.170
H -1.180 -1.154 -2.701
H -2.292 -1.900 -1.584
H -1.929 -3.398 -3.507
H -1.227 -4.143 -2.089
H 0.148 -3.163 -4.547
H 0.706 -4.318 -3.354
H 0.974 -1.289 -3.280
H 2.228 -2.490 -3.127
H 1.790 -1.603 -0.896
H 1.259 -3.282 -0.998
H -3.379 -2.961 2.211
H -4.491 -4.571 3.695
H -3.207 -5.705 5.482
H -0.798 -5.221 5.757
H 0.324 -3.627 4.258
H 2.010 -3.338 1.385
H 4.296 -3.012 2.222
H 4.786 -1.214 3.843
H 2.945 0.226 4.670
H 0.653 -0.104 3.842
O 1.711 1.217 -2.500
B 0.427 0.807 -2.077
O -0.476 1.051 -3.149
C 0.263 1.564 -4.183
C -0.153 1.946 -5.438
C 0.826 2.440 -6.301
C 2.155 2.538 -5.906
C 2.563 2.148 -4.630
C 1.588 1.664 -3.788
H -1.189 1.864 -5.736
H 0.544 2.752 -7.298
H 2.889 2.925 -6.601
H 3.594 2.220 -4.311
C 9.083 -0.353 2.029
C 7.644 -0.062 1.707
C 6.988 -0.742 0.690
C 5.661 -0.483 0.367
C 5.030 -1.254 -0.760
C 4.974 0.500 1.099
C 3.541 0.765 0.862
O 2.788 0.031 0.266
C 5.626 1.215 2.118
C 4.925 2.269 2.940
C 6.948 0.916 2.409
H 9.406 -1.294 1.585
H 9.241 -0.408 3.106
H 9.730 0.438 1.644
H 7.524 -1.497 0.126
H 5.792 -1.832 -1.284
H 4.533 -0.592 -1.469
H 4.263 -1.932 -0.386
H 3.150 1.699 1.302
H 4.571 3.098 2.325
H 5.608 2.676 3.683
H 4.061 1.858 3.467
H 7.448 1.454 3.207
C -4.909 1.481 3.580
C -4.367 2.752 2.986
C -3.914 3.795 3.784
C -3.383 4.951 3.228
C -3.314 5.096 1.850
N -2.755 6.293 1.319
C -2.075 6.485 0.135
O -2.143 7.535 -0.470
N -1.312 5.436 -0.359
C -0.638 4.430 0.356
C -0.068 4.630 1.605
C 0.527 3.553 2.239
C 0.535 2.317 1.624
N 0.007 2.131 0.410
C -0.553 3.165 -0.214
C -3.807 4.080 1.037
C -4.303 2.919 1.604
H -5.019 1.568 4.661
H -4.246 0.640 3.370
H -5.885 1.237 3.158
H -3.964 3.701 4.863
H -3.008 5.742 3.867
H -3.133 7.159 1.671
H -1.057 5.568 -1.325
H -0.106 5.603 2.075
H 0.968 3.662 3.220
H 0.951 1.438 2.095
H -0.994 2.974 -1.185
H -3.794 4.195 -0.039
H -4.656 2.125 0.955

Results of the Löwdin charge analysis, in e, for atoms 1 through 2: atom 1 (Pd): 0.871, atom 2 (C): -0.309

---

Entry 4:
The following is a DFT calculation (ωB97M-V/def2-TZVPD) of C6H8N2 as an isolated structure.

HOMO   -7.279 eV
Spin multiplicity   1
Relative energy (zero: lowest compared OMol25 entry of this formula, charge and spin)   361.7 kcal per mole
Orbital gap   5.7 eV

Element x y z (Å)
C -1.875 0.008 -0.064
C -0.899 1.307 -0.172
C -0.007 0.550 0.552
C 0.002 -0.674 -0.462
C 0.988 -1.308 0.139
C 1.886 -0.023 -0.122
H -2.368 0.123 0.853
H -2.440 -0.029 -0.912
H -1.315 2.259 0.189
H -0.114 0.473 1.637
H 0.159 -0.373 -1.537
H 0.932 -1.720 1.180
H 2.342 0.046 -1.061
H 2.616 -0.032 0.626
N 1.032 1.360 -0.070
N -1.087 -1.346 0.042

Results of the Löwdin charge analysis, in e, for atoms 1 through 2: atom 1 (C): -0.142, atom 2 (C): 0.023

---

Entry 5:
The following is a DFT calculation (ωB97M-V/def2-TZVPD) of C40H41N2O3PSTi as an isolated structure.

HOMO   -13.725 eV
Total charge   +2
Spin multiplicity   1
Relative energy (zero: lowest compared OMol25 entry of this formula, charge and spin)   0.0 kcal per mole
Orbital gap   6.8 eV

Element x y z (Å)
Ti 0.198 -0.431 0.070
O -0.803 -3.618 0.415
S -1.157 -2.604 -0.519
O -1.636 -1.294 0.095
N 0.085 -1.898 -1.269
C 1.323 -2.475 -1.673
C 1.561 -3.732 -2.130
C 2.872 -4.102 -2.523
C 3.896 -3.207 -2.467
C 3.661 -1.896 -1.982
C 4.651 -0.889 -1.901
C 4.335 0.350 -1.407
C 3.048 0.589 -0.931
N 2.089 -0.325 -0.977
C 2.379 -1.547 -1.560
C -2.292 -3.240 -1.640
C -2.942 -2.390 -2.538
C -3.797 -2.953 -3.463
C -3.988 -4.334 -3.483
C -3.335 -5.163 -2.580
C -2.473 -4.625 -1.638
H 0.749 -4.450 -2.204
H 3.050 -5.106 -2.886
H 4.894 -3.483 -2.789
H 5.662 -1.108 -2.230
H 5.073 1.140 -1.345
H 2.800 1.539 -0.485
H -2.789 -1.319 -2.511
H -4.322 -2.320 -4.166
H -4.661 -4.766 -4.216
H -3.502 -6.231 -2.601
H -1.970 -5.248 -0.908
C -2.594 0.879 2.620
C -1.444 1.545 3.382
C -0.830 2.713 2.606
C -0.394 0.559 3.881
C -0.327 0.312 5.248
C 0.603 -0.556 5.794
C 1.515 -1.186 4.964
C 1.499 -0.976 3.594
C 2.571 -1.637 2.738
C 3.561 -0.599 2.188
C 1.988 -2.562 1.674
C 0.522 -0.121 3.086
O 0.450 0.040 1.677
H -3.344 1.622 2.334
H -3.083 0.117 3.231
H -2.256 0.396 1.710
H -1.875 1.975 4.285
H -0.430 2.394 1.651
H -0.022 3.184 3.172
H -1.591 3.471 2.406
H -1.033 0.823 5.895
H 0.623 -0.734 6.863
H 2.266 -1.849 5.381
H 3.137 -2.283 3.406
H 3.050 0.214 1.682
H 4.267 -1.058 1.486
H 4.137 -0.154 3.000
H 1.340 -2.015 0.983
H 1.350 -3.328 2.102
H 2.761 -3.033 1.066
C -0.835 0.929 -2.933
P -0.585 1.589 -1.248
C -2.201 2.207 -0.715
C -2.329 3.481 -0.167
C -3.581 3.939 0.227
C -4.698 3.127 0.085
C -4.569 1.849 -0.449
C -3.323 1.389 -0.843
C 0.483 3.020 -1.419
C 1.372 3.365 -0.400
C 2.147 4.511 -0.510
C 2.034 5.308 -1.640
C 1.144 4.967 -2.654
C 0.367 3.823 -2.549
H -1.618 1.498 -3.425
H -1.107 -0.117 -2.909
H 0.094 1.026 -3.487
H -1.465 4.124 -0.056
H -3.682 4.936 0.645
H -5.675 3.490 0.389
H -5.440 1.212 -0.554
H -3.229 0.384 -1.231
H 1.440 2.761 0.495
H 2.830 4.783 0.287
H 2.639 6.204 -1.731
H 1.049 5.599 -3.530
H -0.333 3.580 -3.342

Results of the Löwdin charge analysis, in e, for atoms 1 through 2: atom 1 (Ti): 0.974, atom 2 (O): -0.219

---

Entry 6:
The following is a DFT calculation (ωB97M-V/def2-TZVPD) of a 2-piece molecular cluster, C3H5O3 overall.

HOMO   -4.873 eV
Total charge   -1
Spin multiplicity   1
Relative energy (zero: lowest compared OMol25 entry of this formula, charge and spin)   1.1 kcal per mole
Orbital gap   9.0 eV

Element x y z (Å)
O -2.923 0.800 -0.087
C -1.715 0.757 -0.327
O -0.766 1.303 0.310
H -1.387 0.073 -1.150
C 2.346 -1.945 0.053
C 1.374 -1.041 0.205
O 1.491 0.235 -0.130
H 2.190 -2.972 0.352
H 3.299 -1.657 -0.371
H 0.417 -1.332 0.630
H 0.595 0.721 0.043

Results of the Löwdin charge analysis, in e, for atoms 1 through 2: atom 1 (O): -0.092, atom 2 (C): -0.626

---

Entry 7:
The following is a DFT calculation (ωB97M-V/def2-TZVPD) of an isolated ion of composition C13H18ClN3O2P and charge +1.

HOMO   -11.870 eV
Total charge   +1
Spin multiplicity   1
SMILES   C#CCc1cc(CCN(CC)C(C)=O)n[n+](P(O)Cl)c1
Orbital gap   7.1 eV

Element x y z (Å)
C -0.984 -2.355 4.977
C -1.418 -2.775 3.947
C -1.923 -3.253 2.660
C -1.333 -2.396 1.568
C -1.189 -1.043 1.674
C -0.668 -0.262 0.625
C -0.539 1.216 0.810
C -0.318 1.966 -0.510
N 0.974 1.645 -1.121
C 0.901 1.531 -2.582
C 0.593 2.846 -3.319
C 2.044 2.467 -0.721
C 2.056 3.133 0.638
O 3.000 2.605 -1.456
N -0.270 -0.835 -0.498
N -0.391 -2.137 -0.554
P 0.250 -2.815 -2.166
O -0.348 -4.309 -2.145
Cl 2.210 -3.001 -1.658
C -0.890 -2.948 0.362
H -0.456 -1.823 5.730
H -3.006 -3.132 2.683
H -1.658 -4.300 2.534
H -1.478 -0.539 2.586
H 0.352 1.368 1.423
H -1.376 1.620 1.374
H -0.481 3.031 -0.361
H -1.096 1.619 -1.188
H 0.081 0.842 -2.792
H 1.781 1.053 -2.991
H 0.044 3.554 -2.704
H -0.005 2.632 -4.202
H 1.527 3.285 -3.653
H 2.736 3.974 0.601
H 2.438 2.406 1.356
H 1.085 3.474 0.983
H -1.315 -4.330 -2.109
H -0.930 -4.015 0.198

Results of the Löwdin charge analysis, in e, for atoms 1 through 2: atom 1 (C): 0.149, atom 2 (C): -0.139

---

Entry 8:
The following is a DFT calculation (ωB97M-V/def2-TZVPD) of a 5-piece molecular cluster, C24H34ClF12IO12S overall.

HOMO   -9.479 eV
Spin multiplicity   1
SMILES   CC[C@H](I)[C@H]1OS(=O)(=O)O[C@H]1CCCCl.CCOC(=O)C(F)(F)F.CCOC(=O)C(F)(F)F.CCOC(=O)C(F)(F)F.CCOC(=O)C(F)(F)F
Relative energy (zero: lowest compared OMol25 entry of this formula, charge and spin)   4.3 kcal per mole
Orbital gap   10.0 eV

Element x y z (Å)
C 3.281 -0.930 3.392
C 3.387 -1.206 1.886
C 2.170 -1.846 1.197
I 0.843 -0.267 0.534
C 1.333 -2.763 2.061
O 0.238 -3.352 1.337
S -0.510 -4.370 2.323
O -0.760 -5.570 1.614
O -1.575 -3.714 2.989
O 0.685 -4.538 3.340
C 1.932 -3.972 2.764
C 2.600 -5.093 1.977
C 3.925 -4.686 1.300
C 3.964 -4.650 -0.235
Cl 2.408 -4.364 -1.036
H 3.956 -0.113 3.647
H 2.273 -0.639 3.681
H 3.610 -1.788 3.978
H 3.560 -0.251 1.393
H 4.275 -1.805 1.669
H 2.481 -2.318 0.272
H 0.886 -2.136 2.840
H 2.523 -3.720 3.643
H 1.898 -5.551 1.285
H 2.833 -5.845 2.733
H 4.687 -5.408 1.599
H 4.250 -3.733 1.718
H 4.623 -3.849 -0.556
H 4.389 -5.575 -0.620
C -3.504 -1.085 1.972
C -4.655 -0.114 2.084
O -4.637 0.841 0.995
C -5.173 0.444 -0.145
O -5.712 -0.595 -0.381
C -5.044 1.576 -1.186
F -3.818 2.109 -1.180
F -5.919 2.552 -0.908
F -5.297 1.123 -2.406
H -2.565 -0.537 1.896
H -3.463 -1.734 2.844
H -3.596 -1.711 1.085
H -4.564 0.497 2.981
H -5.619 -0.619 2.109
C -2.691 5.270 -1.516
C -1.972 4.610 -2.671
O -0.686 5.231 -2.902
C 0.298 4.827 -2.115
O 0.250 3.983 -1.272
C 1.587 5.602 -2.459
F 1.349 6.907 -2.606
F 2.098 5.139 -3.607
F 2.492 5.444 -1.504
H -2.785 6.343 -1.691
H -3.688 4.845 -1.410
H -2.154 5.122 -0.579
H -2.514 4.745 -3.604
H -1.833 3.543 -2.503
C -5.411 4.401 2.687
C -4.391 4.879 3.696
O -3.320 3.922 3.843
C -2.369 3.974 2.924
O -2.288 4.735 2.006
C -1.315 2.881 3.205
F -1.902 1.719 3.511
F -0.539 3.239 4.234
F -0.559 2.701 2.137
H -5.789 3.417 2.964
H -6.248 5.098 2.647
H -4.975 4.330 1.691
H -4.827 4.962 4.689
H -3.973 5.846 3.421
C 2.022 -2.964 -6.611
C 3.369 -2.292 -6.761
O 3.907 -1.914 -5.474
C 4.515 -2.870 -4.795
O 4.689 -4.005 -5.125
C 5.035 -2.299 -3.461
F 4.118 -1.542 -2.857
F 6.122 -1.550 -3.671
F 5.363 -3.290 -2.636
H 1.334 -2.320 -6.063
H 1.601 -3.169 -7.594
H 2.111 -3.906 -6.071
H 3.284 -1.358 -7.310
H 4.085 -2.932 -7.275

Results of the Löwdin charge analysis, in e, for atoms 1 through 2: atom 1 (C): -0.086, atom 2 (C): -0.303

---

Entry 9:
The following is a DFT calculation (ωB97M-V/def2-TZVPD) of C3H3O2Pb as an isolated structure.

HOMO   -13.841 eV
Total charge   +1
Spin multiplicity   1
Relative energy (zero: lowest compared OMol25 entry of this formula, charge and spin)   80.7 kcal per mole
Orbital gap   6.9 eV

Element x y z (Å)
C -2.155 -1.425 -0.218
C -0.911 -0.639 -0.276
H -2.030 -2.491 0.028
H -2.979 -0.920 0.314
H -2.311 -1.276 -1.325
O 0.530 -1.221 -0.236
C 2.036 0.170 0.005
Pb -0.770 1.605 -0.030
O 1.509 1.191 0.129

Results of the Löwdin charge analysis, in e, for atoms 1 through 2: atom 1 (C): -0.100, atom 2 (C): -0.355

---

| no. | E (Eh) |
| --- | --- |
| 1 | -2484.4874 |
| 2 | -19302.0197 |
| 3 | -2823.2437 |
| 4 | -342.3575 |
| 5 | -3472.6954 |
| 6 | -343.0863 |
| 7 | -1622.1787 |
| 8 | -4192.3198 |
| 9 | -458.9956 |